Entry 1:
The following is a quantum chemistry calculation of a 4-piece molecular cluster, C20H44O8 overall at a distorted geometry, from the OMol25 dataset.

- Energy above the lowest of the compared OMol25 structures with the same formula, charge and spin: 1.579 eV
- E_HOMO: -9.34 eV
- SMILES: COCCOC(=O)CCOC(C)=O.CCOCC.CCOCC.CCOCC
- Largest force on an atom: 0.0397 hartree/bohr
- Lowest unoccupied orbital energy: 0.55 eV

The geometry in ORCA input format:
```
! RIJCOSX wB97M-V def2-TZVPD def2/J DEFGRID3
* xyz 0 1
C -2.15702 -1.30796 -1.63895
O -1.85156 -0.42342 -2.69760
C -2.97072 -0.01364 -3.43164
C -2.93175 1.48526 -3.71896
O -2.40426 2.28059 -2.66802
C -3.01759 2.21049 -1.44149
O -2.43186 1.73056 -0.48369
C -4.35518 2.89695 -1.26813
C -5.48246 2.47655 -2.18971
O -6.69327 2.68239 -1.45841
C -7.80188 2.16683 -2.09550
C -8.04038 0.71212 -1.81270
O -8.52060 2.87056 -2.77324
H -2.51948 -2.26099 -2.01298
H -2.87662 -0.86154 -0.95932
H -1.24112 -1.44871 -1.08308
H -3.91463 -0.28640 -2.96004
H -2.95491 -0.51264 -4.40056
H -2.27722 1.65461 -4.56237
H -3.91525 1.82966 -4.02476
H -4.19647 3.96743 -1.31260
H -4.66859 2.67630 -0.25803
H -5.52862 3.10902 -3.07184
H -5.39870 1.44475 -2.51322
H -8.98720 0.41723 -2.23466
H -8.09802 0.58296 -0.73928
H -7.22569 0.12238 -2.20948
C 2.46324 5.53294 -0.21322
C 1.05930 5.16886 0.24012
O 0.24893 4.61591 -0.77654
C 0.71910 3.41178 -1.36325
C 0.88820 2.26715 -0.38157
H 2.42448 6.22993 -1.05123
H 3.01146 6.00090 0.60508
H 3.02945 4.65786 -0.53451
H 0.53833 6.07085 0.56270
H 1.09775 4.50048 1.10810
H 1.65269 3.59294 -1.90990
H -0.03105 3.14291 -2.10309
H 1.64593 2.48695 0.37443
H 1.19727 1.36475 -0.91047
H -0.04828 2.06223 0.13184
C 2.33393 -1.31877 0.59644
C 3.24487 -2.45099 0.15770
O 3.88870 -2.22951 -1.08358
C 4.72350 -1.09022 -1.15350
C 5.87168 -1.09902 -0.15815
H 1.57380 -1.12649 -0.16225
H 1.83893 -1.57889 1.53279
H 2.88199 -0.38863 0.75574
H 2.65412 -3.35676 0.02277
H 3.98288 -2.67223 0.93768
H 4.13162 -0.17337 -1.04932
H 5.12298 -1.09168 -2.16752
H 5.52006 -1.08362 0.87431
H 6.50089 -0.22096 -0.30681
H 6.48390 -1.99215 -0.29019
C 4.27447 -5.17603 3.53105
C 3.63255 -3.85050 3.90351
O 2.22776 -3.82158 3.73685
C 1.48936 -4.75561 4.50184
C 1.66289 -4.60399 6.00339
H 4.03356 -5.43904 2.50025
H 5.35800 -5.10807 3.62987
H 3.93361 -5.99154 4.17023
H 4.01492 -3.07022 3.24499
H 3.90721 -3.56090 4.92414
H 1.72391 -5.77908 4.18814
H 0.44714 -4.57820 4.23766
H 2.69081 -4.78592 6.31897
H 1.02493 -5.31722 6.52586
H 1.38935 -3.59652 6.31896
*
```

---

Entry 2:
The following is a quantum chemistry calculation of C20H45BiN2P3SSe as an isolated structure at a distorted geometry, from the OMol25 dataset.

- Energy above the lowest of the compared OMol25 structures with the same formula, charge and spin: 0.044 eV
- E_HOMO: -15.75 eV
- Largest force on an atom: 0.0379 hartree/bohr
- Lowest unoccupied orbital energy: -9.67 eV

The geometry in ORCA input format:
```
! RIJCOSX wB97M-V def2-TZVPD def2/J DEFGRID3
* xyz 3 1
Bi -0.68258 -0.14785 -1.51180
P -3.36266 -0.09446 -0.91509
P 0.23474 -2.68765 -0.82739
P 0.05078 2.58229 -1.45088
H 4.48556 -1.12256 -2.00650
C 4.31578 -0.10248 -1.63617
C 4.16569 0.14909 -0.32552
H 4.16591 -0.65839 0.41433
C -4.43206 -0.06092 -2.39469
C -3.97822 -1.55351 -0.00396
C -3.98700 1.31972 0.05867
C 1.99900 -2.71964 -0.36777
C -0.63430 -3.48614 0.56556
C 0.10156 -3.88641 -2.18957
C 1.86003 2.80182 -1.38286
C -0.57877 3.52589 -0.01719
C -0.44762 3.53694 -2.92083
H 4.35809 0.70656 -2.37621
H 4.07917 1.17105 0.06142
H -5.48426 -0.04268 -2.06944
H -4.25354 -0.94827 -3.01739
H -4.22218 0.83780 -2.99169
H -5.07602 -1.56906 -0.06330
H -3.67528 -1.51252 1.05180
H -3.58535 -2.47496 -0.45468
H -5.08158 1.35718 -0.03801
H -3.56458 2.25953 -0.32206
H -3.72426 1.21172 1.12034
H 2.40893 -3.69995 -0.65458
H 2.11320 -2.58068 0.71648
H 2.57331 -1.92855 -0.87331
H -0.40067 -4.56113 0.54698
H -1.72126 -3.35764 0.45777
H -0.32386 -3.06036 1.53236
H 1.07237 -4.38020 -2.33800
H -0.19119 -3.36713 -3.11453
H -0.65904 -4.64200 -1.94736
H 2.11551 3.75061 -1.87631
H 2.36768 1.97514 -1.90014
H 2.19927 2.82029 -0.33809
H -0.41082 4.59895 -0.19282
H -0.04865 3.22011 0.89657
H -1.65613 3.34915 0.11959
H 0.34321 4.25833 -3.17233
H -1.38874 4.07029 -2.72532
H -0.59031 2.84841 -3.76680
C 0.47046 -0.21187 -4.89284
C 1.74242 -0.59355 -4.43159
C 2.88632 -0.09001 -5.04930
C 2.77506 0.76262 -6.16093
C 1.50157 1.14326 -6.62217
C 0.35280 0.66890 -5.98657
Se -1.13517 -0.85272 -4.05582
H -0.22227 0.57525 0.64851
H 1.81854 -1.26220 -3.57304
H 3.86606 -0.35917 -4.65932
H 3.67278 1.13088 -6.66146
H 1.40237 1.81662 -7.47667
H -0.64595 0.96553 -6.31526
C -2.44929 -0.52258 3.63946
N -1.25469 0.16056 3.12246
C -0.12592 -0.46548 2.75851
S 0.87328 0.19246 1.47685
N 0.27844 -1.60204 3.36251
C -0.08552 -1.94690 4.74208
H -2.51027 -1.56472 3.29054
H -3.33315 0.01977 3.28013
H -2.44225 -0.50234 4.73656
H -1.40732 1.05686 2.66472
H 1.19036 -1.93032 3.03617
H -1.00553 -2.54396 4.75447
H 0.72439 -2.55559 5.15094
H -0.20436 -1.04806 5.36136
*
```

---

Entry 3:
The following is a quantum chemistry calculation of C20H46AlF5KLi2N5NaO7Si as an isolated structure at a distorted geometry, from the OMol25 dataset.

- E_HOMO: -8.43 eV
- Largest force on an atom: 0.0793 hartree/bohr
- Lowest unoccupied orbital energy: -4.77 eV

The geometry in ORCA input format:
```
! RIJCOSX wB97M-V def2-TZVPD def2/J DEFGRID3
* xyz 1 1
N -0.14574 3.19683 4.82854
Si -0.51827 4.13579 3.35433
C -0.25269 3.12188 1.77422
C 1.08967 2.36756 1.75843
C 2.32088 3.30536 1.64719
C 3.55441 2.41821 1.56783
O 4.47248 2.50788 2.29793
O 3.62091 1.46428 0.62434
H -0.06397 2.20190 4.65931
H -0.75780 3.39667 5.61059
H -1.88829 4.67595 3.32937
H 0.37371 5.31546 3.37503
H -0.34979 3.81344 0.93226
H -1.08070 2.40858 1.69404
H 1.14181 1.69220 2.63395
H 1.11169 1.70641 0.88716
H 2.25906 3.84724 0.70074
H 2.46441 3.94325 2.51724
H 2.98296 1.63754 -0.08688
Li 6.10768 1.33516 1.39598
N 8.54688 0.98457 4.67341
O 9.20757 2.00128 4.89261
O 8.02895 0.80720 3.53114
O 8.37020 0.13198 5.55722
F 8.54805 1.42496 -0.56852
Al 10.25259 1.45636 -0.80813
F 10.67982 2.85883 -1.66901
F 10.71852 0.06263 -1.76832
F 11.05105 1.39921 0.66833
C -6.60859 0.34736 0.99453
C -5.40135 -0.16907 0.22405
N -4.40896 0.85416 -0.05225
C -3.41309 0.44716 -1.03446
C -2.48321 -0.71532 -0.67679
C -3.89413 1.56728 1.09807
C -3.23429 0.75226 2.22057
H -7.05949 1.20314 0.49091
H -7.36373 -0.43610 1.06385
H -6.35015 0.64084 2.01446
H -5.77028 -0.55939 -0.72746
H -4.97420 -1.02491 0.76891
H -2.80640 1.31907 -1.30188
H -3.94233 0.18239 -1.95485
H -1.72711 -0.41888 0.05293
H -1.94623 -1.04551 -1.56895
H -3.02494 -1.57826 -0.28970
H -4.71676 2.13843 1.53847
H -3.18933 2.33171 0.75237
H -3.81709 -0.12675 2.49488
H -3.14280 1.37383 3.11858
H -2.22713 0.42873 1.95145
N -9.41382 0.52205 -3.96486
C -9.85373 1.17049 -2.84310
C -8.75731 1.50002 -2.09244
C -7.61095 1.03685 -2.79036
C -8.04799 0.44027 -3.94276
H -10.00299 0.16176 -4.69292
H -10.90408 1.33922 -2.67707
H -8.77393 2.01764 -1.14762
H -6.58213 1.13268 -2.48050
H -7.50850 -0.03408 -4.74488
C 2.22389 -1.35116 0.51987
O 1.47963 -1.47216 -0.66311
C 2.22434 -1.16504 -1.84218
C 2.36990 -2.38836 -2.71310
N 3.26051 -3.38691 -2.09009
C 3.23081 -4.67918 -2.78080
C 1.91579 -5.46637 -2.72741
O 1.57374 -5.92089 -1.41079
C 0.82382 -4.97058 -0.62816
H 1.54361 -1.51410 1.35804
H 3.02818 -2.09736 0.57760
H 2.63725 -0.34152 0.60246
H 3.20011 -0.71927 -1.59412
H 1.64986 -0.42317 -2.40373
H 2.78804 -2.09338 -3.68220
H 1.33767 -2.82022 -2.88033
H 2.96866 -3.52125 -1.12297
H 4.00845 -5.29479 -2.32677
H 3.52748 -4.53655 -3.81975
H 2.05794 -6.37101 -3.32782
H 1.09029 -4.91802 -3.19034
H 0.19315 -4.32129 -1.25712
H 1.49981 -4.35650 -0.01347
H 0.18915 -5.53703 0.05461
Li 1.84079 2.20683 4.86006
F -0.16712 -3.17620 -2.59317
Na 3.86423 -5.45378 -0.82071
K 10.75102 -0.32840 -3.89601
*
```